Computed, not measured: an isolated ion of composition C2H7N2OS and charge +1 in a non-equilibrium geometry, with ωB97M-V/def2-TZVPD.

CARTESIAN COORDINATES (ANGSTROEM)
C1 1.876 0.504 0.006
C2 0.459 0.096 0.158
N1 0.228 -1.020 0.819
N2 -0.564 0.679 -0.472
S1 -2.525 0.445 0.276
O1 -2.779 -0.850 -0.623
H1 2.112 0.938 0.989
H2 1.917 1.240 -0.878
H3 2.733 -0.248 -0.221
H4 0.916 -1.527 1.362
H5 -0.752 -1.158 1.151
H6 -0.581 1.525 -1.105
H7 -3.041 -0.624 -1.464

HOMO-LUMO gap	9.195	eV
charge	+1
HOMO level	-14.5211	eV
LUMO	-5.3	eV
DFT total energy	-663.03756	Eh